Record 1
Below is a structure of composition C33H33N4O3P2S2Ti, with properties calculated with ωB97M-V/def2-TZVPD.

The energy above the lowest of the compared OMol25 structures with the same formula, charge and spin comes out at 5.6454 eV. The spin multiplicity is 2. As for the expectation value of S²: 0.773. Its net charge is -2. Its total energy is -4050.48735 Ha. The HOMO energy (spin up / spin down) is 0.0104 / -0.0052 Eh.

Geometry as XYZ:
```
78
Properties=species:S:1:pos:R:3:forces:R:3
Ti 0.408635 1.540060 -1.115813 -0.5 -0.5 2.6
S -2.003968 1.590821 -2.137776 -1.4 -1.2 -1.3
P -2.053702 -0.051429 -0.993024 2.1 0.1 3.9
C -0.769126 0.122107 0.121488 -0.8 -1.2 -0.2
P -0.487644 1.038616 1.678360 1.5 -2.6 -5.7
S -1.112476 2.765133 0.790629 -1.0 2.3 2.1
C -1.626899 0.169572 2.833561 -0.3 1.1 0.4
C -2.642034 0.835650 3.510449 -0.2 0.0 0.1
C -3.481692 0.155793 4.385583 0.0 0.0 0.0
C -3.304684 -1.201424 4.598345 0.0 0.0 0.0
C -2.284029 -1.871911 3.932471 -0.1 0.0 0.1
C -1.453240 -1.190762 3.060801 0.2 -0.2 0.0
C 1.168328 0.667444 2.442793 -0.8 -0.3 1.8
C 1.977857 -0.429432 2.062967 -0.6 -0.1 0.1
C 3.139908 -0.706716 2.732299 0.3 0.1 0.4
C 3.562662 0.086699 3.815459 0.1 -0.2 -0.2
C 2.786655 1.155070 4.199414 -0.1 0.2 -0.1
C 1.592108 1.439870 3.525091 0.0 -0.1 0.0
C -3.529528 -0.277695 0.048075 -1.0 -0.2 -1.3
C -3.806664 -1.505852 0.649452 0.1 -0.1 0.0
C -4.932546 -1.671075 1.435414 -0.1 0.1 0.2
C -5.809483 -0.612170 1.637857 0.0 0.0 0.0
C -5.543220 0.614425 1.043472 0.0 -0.1 0.1
C -4.416097 0.775577 0.251510 -0.1 0.2 0.1
C -1.781006 -1.657433 -1.816614 -0.8 0.2 -0.7
C -0.625403 -2.382423 -1.594372 0.4 -0.1 0.1
C -0.463366 -3.632625 -2.176627 -0.1 -0.1 -0.1
C -1.455522 -4.163656 -2.988646 0.0 0.0 0.0
C -2.612834 -3.432910 -3.229576 0.0 0.0 0.0
C -2.765482 -2.183316 -2.649863 -0.1 -0.1 -0.1
H -2.792871 1.895579 3.340538 0.1 0.0 -0.1
H -4.279142 0.686927 4.892649 0.0 0.0 0.0
H -3.960841 -1.737656 5.274862 0.0 0.0 0.0
H -2.141374 -2.934251 4.093441 0.0 0.0 0.0
H -0.661692 -1.722561 2.546154 0.0 0.1 -0.1
H 1.669032 -1.051184 1.233643 -0.1 0.1 -0.1
H 3.744674 -1.551036 2.419558 0.0 0.0 0.0
H 4.483206 -0.143076 4.340687 0.0 0.0 0.0
H 3.092875 1.775024 5.036386 0.0 0.0 0.0
H 0.986135 2.277708 3.854791 0.0 0.0 0.0
H -3.132345 -2.342563 0.508948 0.0 0.0 -0.1
H -5.127066 -2.630469 1.900640 0.0 0.0 0.0
H -6.689521 -0.741022 2.257581 0.0 0.0 0.0
H -6.215537 1.450796 1.195352 0.0 0.0 0.0
H -4.219947 1.737493 -0.204833 0.1 0.0 -0.1
H 0.148635 -1.962002 -0.960530 -0.1 0.2 0.0
H 0.444817 -4.193658 -1.995874 0.0 0.0 0.0
H -1.327225 -5.142225 -3.437529 0.0 0.0 0.0
H -3.390968 -3.835705 -3.867564 0.0 0.0 0.0
H -3.670299 -1.615303 -2.837084 0.0 0.1 0.0
N 2.066962 2.961197 -0.702799 1.3 1.6 -0.2
C 2.127726 4.251857 -1.401089 -0.2 -0.3 -0.1
C 0.671978 4.710879 -1.682427 0.3 -0.3 -0.1
N -0.146230 3.543492 -2.041851 -0.5 1.2 -0.2
H 2.037245 3.052688 0.303155 -0.9 0.3 0.2
H 2.898879 2.370871 -0.745762 -0.1 0.1 -0.8
H 2.662729 4.126173 -2.343074 0.0 0.0 0.0
H 2.648315 5.009008 -0.805587 0.0 0.1 -0.1
H 0.669878 5.457102 -2.484250 0.0 0.1 0.1
H 0.251598 5.161311 -0.784272 0.0 -0.1 0.1
H -0.162415 3.365357 -3.036759 1.0 -0.2 -0.2
H -1.140346 3.659728 -1.931630 -0.3 0.7 1.1
O 1.047397 1.796808 -2.979138 1.0 -1.5 -0.4
N 2.099250 1.089847 -3.389915 0.7 -0.2 -0.6
N 2.566325 0.262759 -2.425387 -0.8 0.3 0.0
O 1.977998 0.224716 -1.194309 0.2 0.0 -2.1
C 3.616569 -0.527264 -2.671390 0.7 -0.5 -0.3
C 4.272080 -0.535957 -3.934147 -0.1 0.2 -0.1
C 5.352137 -1.361069 -4.155681 0.0 -0.1 0.3
C 5.835104 -2.208793 -3.156271 0.2 -0.1 0.0
C 5.196728 -2.206062 -1.911724 0.1 0.1 -0.3
C 4.115605 -1.390564 -1.666177 -0.1 0.0 0.2
H 3.915741 0.109989 -4.721209 -0.1 0.0 0.0
H 5.831760 -1.347104 -5.128934 0.0 0.0 0.0
H 6.686182 -2.854924 -3.340529 0.0 0.0 0.0
H 5.552574 -2.854454 -1.118599 0.0 0.0 0.0
H 3.633824 -1.398257 -0.699339 -0.1 0.1 0.0
O 1.078352 1.323843 0.504103 0.8 1.1 1.6
```
Forces are in eV/Å.

Record 2
Below is a structure of composition C33H33N6OS3SbSe4Ti, with properties calculated with ωB97M-V/def2-TZVPD.

The energy above the lowest of the compared OMol25 structures with the same formula, charge and spin comes out at 0.5711 eV. The spin multiplicity is 3. As for the expectation value of S²: 2.019. Its net charge is -2. Its total energy is -13571.36675 Ha. The HOMO energy (spin up / spin down) is -0.0317 / -0.0576 Eh.

Geometry as XYZ:
```
82
Properties=species:S:1:pos:R:3:forces:R:3
Ti 0.019329 0.216167 -0.193339 0.2 -0.9 0.3
C -3.291764 -1.351077 2.778971 0.0 -0.1 0.1
C -2.109344 -2.057448 3.378843 -0.1 0.0 0.1
C -2.218266 -2.676297 4.663979 0.0 0.1 -0.2
C -1.115555 -3.233205 5.222804 0.1 0.0 0.0
C 0.133153 -3.173600 4.547535 0.0 -0.1 0.3
C 1.323856 -3.681784 5.119348 -0.1 0.0 -0.1
C 2.495905 -3.544397 4.428821 0.0 0.1 -0.1
C 2.518934 -2.913425 3.169486 0.2 -0.1 0.1
C 1.383586 -2.417330 2.560698 -0.1 0.1 -0.1
S 1.524595 -1.699022 0.959847 0.1 -0.1 -0.1
C 0.151093 -2.556745 3.281400 -0.3 0.2 -0.3
N -0.984399 -2.046452 2.719588 0.2 -0.1 0.0
H -4.190066 -1.973523 2.819944 0.0 0.0 0.0
H -3.072967 -1.066739 1.753939 0.0 0.0 0.0
H -3.497755 -0.425189 3.322620 0.0 0.0 0.0
H -3.175794 -2.689598 5.170206 0.0 0.0 0.0
H -1.161975 -3.711948 6.195842 0.0 0.0 0.0
H 1.288156 -4.152240 6.095414 0.0 0.0 0.0
H 3.425390 -3.906989 4.853125 0.0 0.0 0.0
H 3.461844 -2.801630 2.647841 0.0 0.0 0.0
N 3.961710 1.594329 -1.147626 0.1 0.0 0.1
C 4.384181 2.726068 -0.465889 -0.1 -0.2 -0.1
C 5.653245 3.243638 -0.694477 0.1 0.1 0.0
C 6.095179 4.369061 -0.012148 0.0 0.0 0.0
C 5.253760 4.985103 0.903043 0.0 0.0 0.0
C 3.982817 4.470011 1.121217 -0.1 0.0 0.0
C 3.530651 3.339152 0.448250 0.1 0.3 0.1
S 1.928513 2.746588 0.822906 0.0 -0.5 -0.3
N 1.736564 1.423392 -0.274790 0.2 0.1 0.0
C 2.712696 0.999922 -1.071330 0.0 0.0 -0.1
C 2.476338 -0.114101 -1.918935 0.0 0.1 0.0
C 3.463135 -0.688937 -2.764012 0.0 0.0 0.0
C 3.143553 -1.733522 -3.580409 0.0 0.0 0.0
C 1.823267 -2.230636 -3.578856 0.0 0.0 -0.1
C 0.917599 -1.643255 -2.724743 -0.2 0.2 0.1
N 1.195157 -0.625768 -1.907531 0.3 0.1 0.2
H 4.581114 1.248826 -1.854097 0.0 0.0 0.0
H 6.298381 2.754137 -1.416875 0.0 0.0 0.0
H 7.088369 4.757245 -0.199552 0.0 0.0 0.0
H 5.578364 5.864475 1.444363 0.0 0.0 0.0
H 3.314955 4.955584 1.823544 0.0 0.0 0.0
H 4.484000 -0.330678 -2.766784 0.0 0.0 0.0
H 3.902235 -2.173200 -4.217379 0.0 0.0 0.0
H 1.514409 -3.052132 -4.209081 0.0 0.0 0.0
H -0.107941 -1.991007 -2.680759 0.0 0.0 0.0
Se -1.357766 4.949955 0.402260 0.1 0.1 0.0
Sb -2.207041 2.728762 0.827728 -0.1 0.0 0.2
Se -0.655576 1.113535 1.998010 -0.1 0.4 0.5
Se -1.971328 1.280358 -1.216440 -0.4 0.4 -0.6
Se -4.404968 2.629650 1.834988 -0.1 -0.1 0.0
C -0.070304 3.222366 -4.970154 -0.1 0.0 0.0
C -0.253076 4.109789 -3.737358 0.0 0.0 0.0
C 0.769509 3.514057 -2.784411 -0.1 0.0 0.0
O 0.753281 2.116422 -3.059604 0.4 -0.1 -0.1
C 0.162895 1.855873 -4.320838 -0.1 0.1 0.0
H 0.807595 3.537856 -5.541679 0.0 0.0 0.0
H -0.934091 3.218129 -5.636701 0.0 0.0 0.0
H -1.248941 3.970993 -3.311986 0.0 0.0 0.0
H -0.094314 5.172359 -3.921903 0.0 0.0 0.0
H 0.515510 3.669698 -1.734769 0.0 0.0 0.0
H 1.776571 3.915267 -2.978192 0.0 0.0 0.0
H -0.788951 1.337177 -4.153504 0.0 0.0 0.0
H 0.820512 1.199490 -4.900307 0.0 0.0 0.0
N -0.401492 -3.985959 -0.208544 0.6 0.4 0.0
C -1.617281 -3.471315 -0.404857 -0.6 0.2 0.0
S -1.912299 -1.851511 -0.767100 0.1 -0.3 0.0
N -2.620065 -4.414489 -0.323289 0.1 0.1 0.0
C -4.013334 -4.314235 -0.509972 0.1 0.0 0.0
C -4.762781 -3.176346 -0.222120 0.0 -0.1 0.0
C -6.137664 -3.207222 -0.404640 0.0 0.1 0.0
C -6.785822 -4.348937 -0.853360 0.0 0.0 0.0
C -6.037246 -5.485407 -1.122758 0.0 0.0 0.0
C -4.662433 -5.465389 -0.954872 -0.1 0.0 0.0
H 0.372146 -3.298309 -0.085617 -0.3 -0.2 0.2
H -0.318154 -4.845329 0.312825 0.1 0.0 0.0
H -2.289067 -5.366465 -0.303266 0.0 0.0 0.0
H -4.278950 -2.281374 0.130592 0.0 0.0 0.0
H -6.701884 -2.310525 -0.182531 0.0 0.0 0.0
H -7.859658 -4.352863 -0.988163 0.0 0.0 0.0
H -6.517905 -6.389595 -1.475960 0.0 0.0 0.0
H -4.078179 -6.351925 -1.178272 0.0 0.0 0.0
```
Forces are in eV/Å.

> Which formula does entry 1 have?

C33H33N4O3P2S2Ti